# 1
{"formula": "C50H53BF10NO4S", "method": "ωB97M-V/def2-TZVPD", "charge": 1, "total_energy_ev": -101062.9701, "gap_ha": 0.1493, "spin_multiplicity": 1, "largest_force_ev_per_a": 5.76, "symbols": ["S", "F", "F", "F", "F", "F", "F", "F", "F", "F", "F", "O", "O", "O", "O", "N", "C", "C", "C", "C", "C", "C", "C", "C", "C", "C", "C", "C", "C", "C", "C", "C", "C", "C", "C", "C", "C", "C", "C", "C", "C", "C", "C", "C", "C", "C", "C", "C", "C", "C", "C", "C", "C", "C", "C", "C", "C", "C", "C", "C", "C", "C", "C", "C", "C", "C", "B", "H", "H", "H", "H", "H", "H", "H", "H", "H", "H", "H", "H", "H", "H", "H", "H", "H", "H", "H", "H", "H", "H", "H", "H", "H", "H", "H", "H", "H", "H", "H", "H", "H", "H", "H", "H", "H", "H", "H", "H", "H", "H", "H", "H", "H", "H", "H", "H", "H", "H", "H", "H", "H"], "xyz": [[9.513, 1.253, -1.701], [8.621, 2.537, 1.349], [-10.420, -0.090, -1.027], [3.076, -0.842, 2.673], [10.459, 1.522, 2.512], [2.339, -1.577, 7.654], [-4.070, -3.835, 3.356], [10.346, 3.893, 2.290], [-3.797, -2.443, -2.319], [13.840, 0.584, -2.993], [-15.768, 4.418, -4.486], [7.737, -1.013, -2.326], [10.893, 2.656, 0.336], [8.590, 2.686, -1.637], [3.130, 2.771, 0.669], [5.801, 2.922, -0.562], [1.766, -1.107, 2.755], [10.883, 1.392, -0.413], [-11.730, 2.331, -3.389], [0.860, -0.296, 2.079], [-7.673, -1.062, -2.324], [-17.603, 1.374, -3.766], [3.507, 0.452, -0.501], [14.244, -2.329, -0.870], [1.959, 2.481, 7.094], [15.510, -2.634, -2.912], [6.006, 2.384, -1.960], [-5.059, -1.993, -2.321], [-15.815, 1.641, -2.155], [-10.886, 2.202, -0.728], [-16.900, 0.915, -2.649], [-11.334, 3.412, -1.259], [15.082, -1.386, -3.364], [7.486, 2.687, -2.610], [-0.504, -0.576, 2.160], [1.333, -2.188, 3.515], [5.541, 1.837, 0.459], [-16.136, 3.278, -3.888], [-10.856, 1.070, -1.535], [3.920, 1.530, 0.704], [8.288, -0.862, 0.288], [-5.382, -4.947, 1.742], [-3.245, -4.772, -0.050], [-0.949, -1.656, 2.924], [2.215, -0.256, 7.471], [-11.271, 1.124, -2.861], [1.821, 1.939, 8.373], [15.089, -3.105, -1.667], [2.359, 0.275, 6.194], [-15.427, 2.825, -2.781], [-7.021, -1.310, -3.535], [14.246, -0.617, -2.561], [2.225, 1.650, 6.003], [1.944, 0.563, 8.562], [-17.222, 2.564, -4.385], [-11.757, 3.474, -2.587], [-4.441, -5.380, -0.440], [-5.510, -5.466, 0.454], [-5.706, -1.773, -3.532], [-3.122, -4.244, 1.235], [-7.014, -1.282, -1.113], [-4.191, -4.338, 2.120], [-5.702, -1.755, -1.112], [10.085, 2.595, 1.563], [-0.032, -2.461, 3.604], [13.825, -1.076, -1.318], [8.449, -0.272, -1.238], [-0.382, -3.300, 4.202], [2.573, -0.385, 5.360], [-11.352, 4.304, -0.638], [8.511, -0.098, 1.146], [-2.413, -4.710, -0.746], [-4.538, -5.788, -1.443], [5.960, 2.204, 1.506], [2.435, -0.005, -0.305], [-12.064, 2.381, -4.422], [15.419, -4.081, -1.316], [-2.013, -1.873, 2.990], [-6.441, -5.936, 0.147], [-7.522, -1.084, -0.173], [-6.200, -5.013, 2.453], [-11.235, 0.227, -3.471], [-5.181, -1.963, -4.463], [-5.178, -1.939, -0.180], [3.132, 3.082, -0.290], [8.914, -1.869, 0.432], [6.560, 3.568, -0.254], [-8.698, -0.697, -2.326], [-17.761, 2.941, -5.248], [13.914, -2.700, 0.097], [3.738, 1.002, 1.744], [1.619, 2.589, 9.221], [-10.561, 2.133, 0.305], [2.327, 2.074, 5.007], [16.171, -3.238, -3.528], [-14.581, 3.397, -2.415], [6.016, 0.803, 0.179], [13.175, -0.456, -0.709], [11.904, 1.368, -1.032], [5.829, 1.219, -2.068], [-7.538, -1.143, -4.476], [2.060, -2.807, 4.030], [6.768, -0.856, -2.124], [-17.200, -0.011, -2.164], [-15.272, 1.284, -1.283], [10.887, 0.422, 0.241], [7.522, 3.754, -3.145], [-18.445, 0.805, -4.151], [15.393, -1.008, -4.332], [3.539, 1.052, -1.513], [7.757, 1.869, -3.436], [1.859, 3.554, 6.945], [1.832, 0.124, 9.548], [1.223, 0.544, 1.497], [5.184, 2.888, -2.664], [4.290, -0.421, -0.603], [-2.204, -3.761, 1.553], [-12.111, 4.416, -3.001], [7.153, -1.201, 0.432], [-1.219, 0.047, 1.627]], "atomic_forces_ev_per_a": [[0.1, 1.6, -1.0], [5.0, -0.2, 0.4], [0.0, -0.3, 0.2], [0.6, 0.0, 0.0], [-1.4, 3.4, -3.7], [0.0, -0.2, 0.0], [0.1, 0.1, 0.3], [-1.0, -4.9, -2.9], [0.3, -0.1, 0.0], [-0.3, 0.4, -0.1], [0.1, 0.2, -0.1], [0.9, 3.6, 2.8], [-2.7, -2.5, 2.4], [0.6, -1.7, 0.5], [1.0, -1.6, -1.7], [0.6, -1.8, -0.3], [-1.6, -0.4, 0.1], [2.1, 0.0, 0.7], [0.1, 0.1, 0.4], [0.2, 0.0, 0.0], [0.0, 0.0, -0.1], [0.4, 0.2, 0.3], [-0.4, 0.7, 0.2], [0.2, 0.0, -0.4], [0.0, 0.0, -0.1], [-0.3, 0.2, 0.3], [0.0, 0.2, -0.9], [-1.2, 0.4, 0.0], [-0.3, 0.0, -0.3], [0.0, -0.1, 0.0], [0.0, 0.0, -0.1], [0.0, -0.3, -0.3], [0.0, 0.1, 0.0], [-1.0, 0.1, -2.3], [0.2, -0.3, 0.2], [0.1, 0.0, 0.0], [-0.5, 0.2, 1.8], [-0.3, -1.0, 0.5], [-0.4, 1.1, -0.4], [0.6, -0.9, -1.0], [-0.4, -0.2, 0.4], [0.0, 0.1, 0.1], [-0.4, -0.1, 0.2], [0.1, 0.0, 0.0], [-0.1, 1.1, -0.1], [0.0, -0.1, 0.0], [0.1, -0.2, -0.4], [-0.1, 0.1, 0.1], [0.0, -0.1, 0.0], [0.0, 0.1, 0.0], [0.1, 0.0, 0.5], [0.5, -1.2, 0.3], [0.0, -0.1, 0.5], [0.0, -0.1, 0.0], [0.0, 0.0, -0.1], [0.0, -0.1, 0.0], [0.1, 0.0, 0.0], [0.4, 0.2, 0.0], [0.1, 0.0, 0.0], [0.0, 0.0, 0.1], [0.1, 0.0, -0.4], [-0.1, -0.5, -1.1], [0.1, 0.0, 0.0], [-0.2, 2.2, 2.5], [0.0, 0.4, -0.3], [0.0, 0.0, -0.2], [-3.1, -3.7, 0.4], [0.1, 0.1, -0.1], [0.0, 0.0, 0.1], [0.0, -0.2, -0.1], [-0.2, -1.5, -1.6], [-0.2, 0.0, 0.1], [0.0, 0.1, 0.2], [-0.7, -0.8, -2.3], [2.3, 1.0, -0.6], [0.1, 0.0, 0.2], [-0.1, 0.2, -0.1], [0.2, 0.1, 0.0], [0.2, 0.1, 0.1], [0.1, -0.1, -0.2], [0.1, 0.0, 0.0], [0.0, 0.1, 0.1], [0.0, 0.0, 0.1], [0.0, 0.0, -0.1], [0.1, -0.5, 1.9], [-1.2, 2.2, -0.3], [-0.9, -1.0, -0.5], [0.3, -0.1, 0.0], [0.1, 0.0, 0.1], [0.1, 0.1, -0.2], [0.5, 1.4, -2.2], [0.0, -0.2, -0.1], [0.0, 0.0, -0.1], [0.0, -0.1, 0.1], [-0.1, 0.2, 0.1], [-0.1, 0.0, 0.0], [-0.6, 1.9, 0.5], [0.1, 0.0, 0.0], [-2.5, 0.4, 1.2], [0.2, 2.3, 0.7], [0.1, 0.0, 0.2], [0.0, 0.1, 0.0], [1.2, -0.8, -0.3], [0.1, 0.2, -0.1], [-0.1, 0.1, -0.2], [-0.4, 1.9, -1.0], [0.1, -2.3, 1.4], [0.1, 0.1, 0.1], [0.0, 0.0, 0.1], [-0.3, -1.2, 1.8], [-0.9, 1.8, 1.6], [0.0, -0.2, 0.0], [0.0, 0.0, -0.1], [0.0, 0.0, 0.1], [2.0, -1.1, 1.2], [-1.5, 1.6, 0.4], [-0.1, -0.1, 0.0], [0.1, -0.2, 0.1], [2.4, 0.7, -0.4], [0.2, -0.1, 0.1]]}


# 2
{"formula": "C50H53BrF3GeNOSbSi2TaTe", "method": "ωB97M-V/def2-TZVPD", "charge": 2, "total_energy_ev": -222079.8852, "gap_ha": 0.2616, "de_lowest_kcal_mol": 30.7, "spin_multiplicity": 1, "largest_force_ev_per_a": 2.75, "symbols": ["Ta", "Te", "Sb", "Br", "Ge", "Si", "Si", "F", "F", "F", "O", "N", "C", "C", "C", "C", "C", "C", "C", "C", "C", "C", "C", "C", "C", "C", "C", "C", "C", "C", "C", "C", "C", "C", "C", "C", "C", "C", "C", "C", "C", "C", "C", "C", "C", "C", "C", "C", "C", "C", "C", "C", "C", "C", "C", "C", "C", "C", "C", "C", "C", "C", "H", "H", "H", "H", "H", "H", "H", "H", "H", "H", "H", "H", "H", "H", "H", "H", "H", "H", "H", "H", "H", "H", "H", "H", "H", "H", "H", "H", "H", "H", "H", "H", "H", "H", "H", "H", "H", "H", "H", "H", "H", "H", "H", "H", "H", "H", "H", "H", "H", "H", "H", "H", "H"], "xyz": [[14.013, 14.116, 14.511], [14.236, 15.664, 12.108], [11.929, 11.993, 14.060], [17.281, 15.232, 14.287], [11.899, 16.644, 16.230], [15.563, 12.714, 10.384], [12.362, 17.942, 10.242], [10.616, 11.766, 8.042], [13.225, 6.380, 16.397], [6.442, 13.787, 16.330], [18.396, 13.670, 19.073], [15.598, 14.055, 16.117], [17.826, 14.309, 16.873], [12.806, 15.224, 15.176], [10.581, 18.370, 10.239], [8.387, 14.189, 15.167], [13.526, 19.292, 10.909], [16.408, 17.843, 17.072], [16.040, 13.605, 18.396], [10.434, 13.733, 18.907], [9.934, 14.495, 19.931], [8.028, 12.020, 16.063], [11.528, 10.638, 9.918], [12.934, 7.562, 15.891], [10.577, 12.697, 11.550], [10.107, 12.527, 14.892], [15.773, 18.241, 15.912], [11.291, 11.640, 12.087], [11.768, 7.720, 15.193], [13.511, 9.823, 15.442], [14.409, 17.985, 15.728], [11.098, 15.780, 17.742], [10.669, 17.798, 15.364], [9.624, 13.839, 14.709], [17.424, 13.841, 18.151], [14.293, 16.975, 17.953], [14.137, 14.045, 10.682], [15.010, 11.871, 8.764], [10.004, 15.876, 19.875], [10.810, 11.684, 9.364], [11.082, 18.887, 14.494], [15.195, 13.660, 17.371], [15.659, 17.238, 18.114], [13.842, 8.594, 15.958], [17.062, 13.842, 10.302], [12.293, 10.054, 14.831], [11.822, 10.663, 11.256], [16.835, 14.420, 15.913], [7.596, 13.311, 15.863], [13.658, 17.364, 16.763], [13.098, 17.402, 8.561], [8.780, 19.319, 13.907], [10.383, 12.720, 10.177], [11.052, 14.381, 17.829], [10.564, 16.526, 18.786], [9.269, 11.603, 15.570], [15.435, 11.525, 11.895], [11.433, 8.956, 14.671], [8.356, 18.308, 14.817], [10.135, 19.657, 13.829], [9.307, 17.622, 15.571], [12.419, 16.496, 11.589], [17.424, 18.182, 17.300], [15.720, 13.227, 19.376], [9.800, 13.526, 9.714], [14.909, 12.551, 7.935], [8.952, 16.832, 16.209], [15.616, 10.966, 8.515], [13.147, 13.570, 10.866], [14.475, 10.976, 11.766], [11.090, 6.905, 15.060], [10.509, 20.448, 13.225], [9.535, 14.089, 20.839], [13.188, 19.733, 11.849], [8.106, 19.929, 13.364], [10.221, 14.677, 14.284], [14.542, 18.847, 11.086], [14.183, 17.258, 8.628], [18.004, 13.360, 19.890], [14.237, 10.611, 15.607], [12.115, 19.150, 14.418], [10.645, 17.590, 18.893], [17.023, 14.464, 11.198], [13.766, 20.183, 10.279], [14.007, 14.547, 9.708], [18.819, 14.642, 16.741], [10.515, 9.127, 14.141], [11.769, 15.604, 11.372], [7.441, 11.296, 16.600], [16.390, 18.749, 15.190], [9.631, 16.516, 20.662], [14.769, 8.444, 16.392], [16.187, 17.023, 19.029], [14.145, 13.436, 17.391], [12.711, 16.457, 8.225], [14.015, 18.179, 14.755], [7.303, 18.112, 15.002], [9.854, 17.582, 10.121], [12.419, 9.820, 11.663], [18.006, 13.268, 10.198], [10.425, 19.198, 9.525], [13.670, 16.639, 18.764], [10.348, 18.773, 11.239], [10.149, 13.432, 12.263], [13.998, 11.494, 9.021], [12.059, 16.983, 12.476], [9.624, 10.549, 15.737], [8.031, 15.209, 15.091], [15.418, 12.182, 12.792], [11.561, 13.778, 17.047], [10.426, 12.670, 18.895], [11.800, 9.810, 9.283], [12.834, 18.214, 7.837], [16.225, 10.751, 11.966], [16.854, 14.430, 9.367]], "atomic_forces_ev_per_a": [[0.3, -0.2, -0.7], [1.0, -0.8, -0.1], [0.4, -0.4, 0.5], [-0.3, -0.2, -0.4], [1.4, -0.4, 0.7], [-0.9, 0.4, 0.2], [1.5, -0.8, -0.1], [-0.1, -0.2, 0.5], [0.2, -0.4, 0.3], [0.0, -0.5, 0.1], [-1.0, 0.3, -1.1], [-2.1, -0.3, -0.2], [-1.5, -0.5, 1.3], [-0.6, 0.1, 0.0], [-0.2, 1.2, 0.5], [-0.5, 1.1, 0.2], [0.8, 0.2, -0.1], [-0.7, 0.1, 1.6], [1.8, -1.0, 1.8], [0.8, 0.6, -1.1], [-0.3, 0.5, 0.7], [0.2, -0.9, 0.2], [-0.4, -0.2, -1.1], [0.4, 0.2, -0.6], [-0.3, -0.1, 0.2], [-1.3, 0.2, 0.5], [-0.2, -0.2, 0.1], [0.9, 0.5, 0.2], [-1.0, 0.4, -0.3], [0.2, 0.5, 0.4], [0.9, -0.8, 1.4], [0.0, -0.7, 0.0], [0.2, 2.1, -1.5], [1.1, 0.0, -0.2], [0.5, 0.3, -0.5], [0.3, 1.1, -0.6], [-0.4, -0.6, -0.5], [0.0, -0.9, 1.5], [0.1, 0.5, -0.3], [0.5, 0.5, 0.5], [-1.2, -1.4, 1.3], [-0.4, 0.6, -2.3], [0.3, 0.3, -1.0], [-1.1, -0.1, -0.2], [-0.3, -0.9, -0.9], [0.0, -0.1, -0.3], [0.4, -1.2, 1.0], [1.8, 0.3, 0.9], [0.3, -0.1, -0.2], [0.4, 0.3, -1.2], [-0.3, 0.8, 0.7], [0.5, -0.8, 1.6], [-1.3, 1.0, -0.5], [0.2, -0.1, -0.2], [0.0, -0.6, 0.6], [0.9, 0.1, -0.3], [0.0, 0.0, -0.8], [0.5, 0.9, 0.0], [0.6, 1.4, -0.7], [0.1, -1.4, 0.5], [-0.2, -0.4, -1.0], [-1.0, -0.2, -1.1], [-0.2, -0.4, -0.3], [0.0, 0.4, -0.4], [0.3, -0.3, 0.2], [0.2, 0.2, -0.4], [0.0, -0.1, 0.4], [-0.3, 0.8, 0.0], [0.6, 0.1, 0.0], [0.5, 0.5, 0.4], [-0.2, -0.5, 0.0], [-0.1, 0.7, -0.5], [-0.3, -0.5, 0.1], [-0.1, -0.2, 0.2], [-0.9, 0.2, -0.4], [-0.2, -0.9, 0.1], [-0.8, 0.2, 0.0], [-0.1, 0.4, -0.1], [0.0, -0.2, 0.6], [0.0, 0.2, -0.2], [0.5, 0.0, -0.1], [0.0, 0.5, -0.6], [0.4, 0.1, -0.2], [-0.6, -0.8, 0.0], [0.1, 0.1, 0.3], [0.9, 0.1, -0.3], [-0.4, -0.3, -0.2], [0.3, 1.0, 0.1], [-0.3, 0.0, 0.2], [-0.2, 0.2, -0.5], [-0.1, -0.3, 0.3], [1.7, -0.3, 0.9], [-0.1, -0.1, 0.3], [-0.3, -0.1, 0.6], [-0.5, -0.3, -0.3], [-0.6, 0.3, -0.4], [0.1, 0.1, -0.2], [0.0, -0.4, -0.5], [-0.4, 0.7, -0.2], [-0.4, 0.7, 0.1], [-0.2, -0.4, 0.2], [0.1, -0.4, 0.2], [0.1, 0.1, -0.2], [0.2, -0.2, -1.0], [0.4, 0.1, -0.3], [-0.4, 0.1, 0.7], [-0.6, 1.3, -0.1], [0.0, -0.1, -0.2], [0.0, -0.6, -0.2], [-0.6, 0.4, 0.5], [-0.1, -0.7, 0.3], [0.3, -0.1, -0.1], [0.4, -0.8, 0.4], [-0.3, 0.6, 0.1], [0.5, -0.2, 0.9]]}